No. 1
26
Properties=species:S:1:pos:R:3:mulliken_spin:R:1 method="wB97M-V/def2-TZVPD" gap_ev="6.6 / 6.0" s2=2.01 charge=0 lumo_energy_ev="0.63 / -4.07" spin_multiplicity=3 total_energy_ev=-26321.163
C 1.695 -0.234 1.850 -0.04
C 0.447 1.057 -1.519 0.04
C 1.723 -0.078 0.360 0.75
C 0.255 0.354 -0.243 0.28
N 2.726 -0.602 -0.322 0.21
N 1.277 0.263 -2.445 0.01
N -4.129 1.710 1.510 0.00
O -1.322 -1.322 1.197 0.09
O -1.627 -1.658 -1.327 0.26
O 0.542 -2.389 -0.270 0.02
O -0.465 1.122 0.663 0.10
P -0.770 -1.413 -0.153 0.15
H 2.667 -0.568 2.275 0.01
H 1.464 0.882 2.217 0.04
H 0.901 -0.874 2.287 0.02
H 0.886 1.912 -1.182 0.03
H -0.409 1.361 -2.082 0.01
H 2.739 -0.464 -1.351 0.00
H 3.393 -1.237 0.100 0.01
H 0.933 -0.788 -2.531 0.00
H 0.120 -3.348 -0.229 0.01
H 1.165 0.719 -3.376 0.00
H -5.051 1.461 1.800 0.00
H -4.266 2.472 0.870 0.00
H -3.685 1.080 0.861 0.00
H -1.210 0.584 1.040 0.01

---

No. 2
53
Properties=species:S:1:pos:R:3:mulliken_spin:R:1 method="wB97M-V/def2-TZVPD" de_lowest_ev=0.000 gap_ev="6.6 / 6.7" s2=2.00 charge=+2 lumo_energy_ev="-6.21 / -6.17" spin_multiplicity=3 total_energy_ev=-94894.926
Tm 0.634 0.000 -0.343 2.04
C 2.066 1.347 3.847 0.00
C 1.802 0.534 2.741 0.00
N 0.911 0.847 1.814 0.00
C 0.189 2.012 1.925 0.00
C 0.447 2.914 2.978 0.00
C 1.398 2.540 3.949 0.00
C -0.243 4.149 3.009 0.00
C -1.127 4.440 2.012 0.00
C -1.423 3.516 0.985 0.00
C -0.828 2.273 0.947 -0.01
N -1.062 1.237 0.029 -0.01
C -2.228 1.088 -0.731 0.00
C -3.430 1.742 -0.582 0.00
C -4.537 1.457 -1.414 0.00
C -4.478 0.504 -2.384 0.00
C -3.285 -0.244 -2.537 0.00
C -3.166 -1.309 -3.452 0.00
C -2.016 -2.056 -3.510 0.00
C -0.971 -1.724 -2.647 0.00
N -1.031 -0.706 -1.798 -0.01
C -2.175 0.047 -1.719 0.00
H 2.792 1.036 4.582 0.00
H 2.345 -0.396 2.606 0.00
H 1.593 3.207 4.779 0.00
H -0.048 4.847 3.811 0.00
H -1.638 5.393 2.003 0.00
H -2.132 3.811 0.228 0.00
H -3.568 2.469 0.201 0.00
H -5.449 2.015 -1.256 0.00
H -5.326 0.286 -3.018 0.00
H -4.006 -1.542 -4.095 0.00
H -1.910 -2.886 -4.191 0.00
H -0.058 -2.310 -2.648 0.00
Cl 3.328 0.616 -0.794 0.00
C 2.930 1.969 -1.914 0.00
Cl 1.174 1.980 -2.214 0.00
H 3.455 1.791 -2.846 0.00
H 3.207 2.895 -1.423 0.00
F 1.199 -7.154 -0.354 0.00
C 2.118 -6.502 0.368 0.00
F 2.020 -6.900 1.637 0.00
F 3.326 -6.826 -0.093 0.00
C 1.877 -5.006 0.252 0.00
C 2.499 -4.275 -0.749 0.00
C 2.209 -2.930 -0.854 0.00
N 1.359 -2.301 -0.026 0.00
C 0.777 -3.020 0.947 0.00
C 1.001 -4.372 1.119 0.00
H 3.199 -4.740 -1.430 0.00
H 2.674 -2.329 -1.628 0.00
H 0.100 -2.493 1.613 0.00
H 0.507 -4.912 1.915 0.00

---

No. 3
42
Properties=species:S:1:pos:R:3:nbo_charge:R:1 method="wB97M-V/def2-TZVPD" de_lowest_ev=3.519 gap_ev=10.2 charge=0 lumo_energy_ev=0.83 smiles=COC(C[C@@H]1O[C@H]1[C@@H](O)COCc1ccccc1)OC total_energy_ev=-26147.211
C -3.913 -4.384 -1.033 -0.27
H -4.382 -4.501 -0.051 0.17
H -2.886 -4.755 -0.990 0.18
H -4.478 -4.949 -1.772 0.19
O -3.946 -3.036 -1.463 -0.54
C -2.995 -2.193 -0.867 0.38
C -3.157 -2.085 0.656 -0.48
C -2.567 -0.814 1.230 0.09
C -1.242 -0.313 0.857 0.03
H -0.681 -0.866 0.110 0.20
C -0.381 0.468 1.827 0.08
O 0.550 -0.417 2.397 -0.71
H 1.228 0.130 2.814 0.48
C 0.336 1.611 1.099 -0.10
O 1.167 2.249 2.045 -0.55
C 1.895 3.336 1.512 -0.09
C 2.926 2.925 0.489 0.03
C 3.743 1.828 0.734 -0.24
C 4.687 1.435 -0.196 -0.19
C 4.831 2.142 -1.379 -0.22
C 4.023 3.238 -1.628 -0.20
C 3.070 3.624 -0.701 -0.24
H 2.436 4.476 -0.902 0.21
H 4.131 3.791 -2.550 0.21
H 5.571 1.838 -2.105 0.21
H 5.314 0.578 0.002 0.21
H 3.627 1.281 1.659 0.22
H 2.389 3.792 2.377 0.20
H 1.204 4.072 1.074 0.17
H 0.935 1.205 0.272 0.18
H -0.404 2.312 0.690 0.18
H -1.016 0.909 2.614 0.16
O -2.414 0.307 0.403 -0.49
H -2.920 -0.579 2.233 0.18
H -4.226 -2.110 0.876 0.22
H -2.669 -2.938 1.130 0.23
O -1.684 -2.612 -1.138 -0.56
C -1.309 -2.471 -2.492 -0.26
H -0.299 -2.868 -2.571 0.19
H -1.319 -1.415 -2.787 0.17
H -1.982 -3.030 -3.148 0.18
H -3.191 -1.211 -1.327 0.18

---

No. 4
128
Properties=species:S:1:pos:R:3:lowdin_charge:R:1 method="wB97M-V/def2-TZVPD" de_lowest_ev=1.684 gap_ev="6.2 / 6.1" charge=+1 lumo_energy_ev="-3.24 / -3.36" total_energy_ev=-171998.934
Pt -0.059 -0.164 -0.075 0.62
S -0.118 -0.557 -4.806 1.14
C -1.608 0.288 -4.491 -0.44
C -2.564 0.754 -5.387 -0.08
C -3.669 1.406 -4.872 -0.07
C -3.825 1.586 -3.493 -0.07
C -2.877 1.128 -2.599 -0.01
C -1.757 0.475 -3.112 -0.32
N -0.711 -0.042 -2.371 -0.06
C 0.210 -0.592 -3.098 -0.54
C 1.416 -1.098 -2.467 -0.26
C 2.458 -1.660 -3.206 -0.04
C 3.647 -1.993 -2.582 -0.07
C 3.795 -1.737 -1.224 -0.07
C 2.745 -1.208 -0.484 -0.14
C 1.525 -0.911 -1.076 -0.26
H -2.439 0.611 -6.454 0.11
H -4.418 1.792 -5.552 0.11
H -4.709 2.091 -3.121 0.10
H -2.974 1.267 -1.527 0.10
H 2.341 -1.809 -4.274 0.10
H 4.459 -2.432 -3.147 0.11
H 4.736 -1.953 -0.732 0.11
H 2.892 -1.028 0.574 0.05
C 0.876 -6.587 -0.068 -0.18
Si 0.330 -4.914 0.577 0.44
C 1.789 -3.882 1.109 -0.17
C -0.747 -5.167 2.095 -0.18
C -0.504 -4.065 -0.910 -0.53
Te -1.744 -2.344 -0.594 1.33
C -3.181 -3.509 0.519 -0.53
Si -4.638 -3.914 -0.640 0.39
C -5.878 -4.965 0.294 -0.18
C -4.016 -4.807 -2.168 -0.19
C -5.431 -2.297 -1.149 -0.18
H 1.405 -7.149 0.708 0.04
H 1.555 -6.479 -0.919 0.04
H 0.028 -7.196 -0.394 0.03
H 2.268 -4.313 1.994 0.03
H 1.466 -2.864 1.349 -0.01
H 2.537 -3.820 0.317 0.03
H -0.140 -5.659 2.862 0.04
H -1.612 -5.808 1.910 0.03
H -1.099 -4.217 2.510 0.02
H -1.164 -4.764 -1.431 0.00
H 0.269 -3.751 -1.619 0.01
H -3.503 -2.941 1.394 -0.01
H -2.691 -4.421 0.855 -0.03
H -5.439 -5.911 0.623 0.03
H -6.733 -5.201 -0.347 0.04
H -6.258 -4.444 1.178 0.03
H -3.553 -5.769 -1.929 0.03
H -3.287 -4.195 -2.705 0.01
H -4.850 -5.002 -2.848 0.04
H -5.896 -1.829 -0.280 0.02
H -6.207 -2.448 -1.905 0.04
H -4.698 -1.596 -1.555 0.00
C -1.023 0.234 5.666 -0.10
C 0.027 -0.885 5.617 -0.63
C 0.324 -1.329 7.061 -0.07
C -0.606 -2.062 4.853 -0.11
Si 1.623 -0.259 4.769 0.58
Br 0.977 -0.059 2.525 0.60
C 3.077 -1.508 4.725 -0.61
C 2.586 -2.964 4.742 -0.09
C 3.928 -1.346 3.453 -0.11
C 3.971 -1.301 5.963 -0.08
C 2.130 1.547 5.181 -0.62
C 2.347 1.703 6.697 -0.08
C 3.431 1.910 4.445 -0.10
C 1.080 2.578 4.738 -0.13
H -1.954 -0.173 6.070 0.09
H -1.234 0.636 4.670 0.06
H -0.712 1.049 6.323 0.07
H -0.602 -1.685 7.524 0.09
H 0.705 -0.506 7.671 0.07
H 1.048 -2.145 7.105 0.07
H -1.514 -2.374 5.382 0.09
H 0.051 -2.928 4.791 0.06
H -0.888 -1.773 3.837 0.05
H 1.976 -3.192 3.866 0.05
H 2.019 -3.204 5.643 0.07
H 3.458 -3.627 4.723 0.10
H 3.395 -1.723 2.579 0.03
H 4.847 -1.931 3.565 0.10
H 4.214 -0.312 3.254 0.06
H 3.401 -1.370 6.895 0.08
H 4.486 -0.339 5.950 0.06
H 4.740 -2.079 5.983 0.09
H 3.140 1.052 7.071 0.07
H 1.437 1.489 7.262 0.07
H 2.636 2.737 6.915 0.09
H 4.267 1.273 4.733 0.06
H 3.704 2.941 4.696 0.09
H 3.303 1.854 3.362 0.07
H 0.167 2.523 5.332 0.06
H 0.822 2.466 3.684 0.03
H 1.502 3.581 4.874 0.10
C -4.910 -0.926 3.580 -0.03
O -4.503 0.439 3.553 -0.08
C -4.807 1.176 2.451 -0.22
C -5.943 1.010 1.677 0.00
C -6.192 1.869 0.615 -0.06
C -5.299 2.882 0.310 -0.07
C -4.174 3.066 1.095 0.00
C -3.934 2.229 2.172 -0.15
N -2.911 2.501 3.116 0.15
C -1.808 3.204 2.950 -0.01
C -1.045 3.406 1.798 -0.16
C -0.204 4.560 1.791 -0.04
C 0.592 4.866 0.738 -0.08
C 0.629 3.985 -0.367 -0.04
C -0.102 2.831 -0.378 -0.03
C -0.968 2.457 0.702 -0.39
O -1.570 1.323 0.753 -0.21
H -5.938 -1.065 3.254 0.08
H -4.826 -1.253 4.611 0.10
H -4.242 -1.526 2.956 0.08
H -6.655 0.232 1.916 0.11
H -7.092 1.744 0.027 0.11
H -5.488 3.548 -0.522 0.11
H -3.494 3.885 0.897 0.13
H -3.151 2.232 4.062 0.16
H -1.475 3.704 3.855 0.14
H -0.243 5.227 2.646 0.12
H 1.175 5.777 0.727 0.11
H 1.255 4.224 -1.218 0.12
H -0.085 2.197 -1.252 0.08

---

No. 5
59
Properties=species:S:1:pos:R:3:nbo_charge:R:1 method="wB97M-V/def2-TZVPD" de_lowest_ev=0.869 gap_ev=4.4 charge=0 lumo_energy_ev=-1.92 total_energy_ev=-35083.313
C 2.035 -0.278 -3.401 -0.70
C 0.843 0.525 -2.930 0.50
C -0.202 -0.275 -2.361 -0.30
C -1.569 -0.054 -2.657 0.00
C -2.082 1.245 -2.954 -0.21
C -3.424 1.428 -3.251 -0.21
C -4.299 0.331 -3.275 -0.21
C -3.813 -0.960 -3.024 -0.21
C -2.477 -1.155 -2.705 -0.23
O 0.809 1.766 -3.035 -0.59
H 1.681 -1.099 -4.040 0.22
H 2.708 0.359 -3.979 0.23
H 2.571 -0.708 -2.544 0.23
H 0.088 -1.231 -1.924 0.21
H -1.388 2.084 -2.963 0.25
H -3.791 2.432 -3.473 0.21
H -5.351 0.487 -3.514 0.21
H -4.493 -1.812 -3.096 0.21
H -2.075 -2.160 -2.551 0.21
C 2.137 -5.076 2.693 -0.39
N 1.597 -3.880 3.302 -0.47
C 1.827 -3.749 4.728 -0.40
C 1.333 -2.764 2.514 0.18
C 0.308 -2.814 1.534 -0.18
C -0.016 -1.679 0.815 -0.20
C 0.734 -0.489 0.967 -0.16
C 0.300 0.762 0.398 0.21
C 1.171 1.862 0.048 -0.02
C 0.375 3.053 -0.070 -0.05
C 0.981 4.292 -0.217 -0.20
C 2.381 4.360 -0.190 -0.19
C 3.162 3.193 -0.139 -0.23
C 2.556 1.933 -0.085 -0.19
C -1.011 2.682 0.179 0.05
C -1.054 1.269 0.463 -0.13
C -2.242 0.686 0.904 -0.18
C -3.333 1.516 1.179 -0.22
C -3.280 2.892 0.909 -0.20
C -2.134 3.477 0.356 -0.21
C 1.848 -0.499 1.839 -0.17
C 2.074 -1.573 2.677 -0.25
H 1.785 -5.156 1.660 0.21
H 3.239 -5.070 2.692 0.17
H 1.814 -5.954 3.261 0.19
H 1.102 -3.041 5.148 0.21
H 1.678 -4.731 5.190 0.20
H 2.847 -3.406 4.959 0.17
H -0.271 -3.734 1.424 0.21
H -0.840 -1.701 0.101 0.22
H 0.351 5.171 -0.353 0.21
H 2.878 5.329 -0.221 0.21
H 4.250 3.274 -0.138 0.22
H 3.148 1.020 -0.145 0.22
H -2.302 -0.387 1.067 0.22
H -4.234 1.091 1.626 0.22
H -4.145 3.511 1.146 0.21
H -2.087 4.529 0.078 0.21
H 2.467 0.390 1.921 0.22
H 2.837 -1.515 3.455 0.22

---

No. 6
33
Properties=species:S:1:pos:R:3:nbo_charge:R:1 method="wB97M-V/def2-TZVPD" de_lowest_ev=0.467 gap_ev=8.8 charge=+2 lumo_energy_ev=-7.74 total_energy_ev=-19661.999
C 0.270 -1.295 0.334 -0.29
C 0.699 1.288 -0.529 -0.18
C -0.809 -0.606 -0.131 0.21
C -0.533 0.808 -0.838 0.14
C -3.294 -0.300 0.266 0.76
C 1.865 0.540 -0.007 0.00
C 1.656 -0.938 0.237 0.43
C -4.287 -0.994 1.046 -0.72
C 2.719 2.346 1.339 -0.26
N 2.496 -1.560 1.062 -0.71
N -2.139 -0.965 0.156 -0.57
N -1.554 1.507 -1.527 -0.87
N 1.970 -1.596 -1.639 -0.92
O -3.625 0.801 -0.357 -0.55
O 2.421 0.948 1.301 -0.52
H 0.003 -2.165 0.795 0.22
H 0.998 2.160 -0.936 0.23
H 2.587 0.650 -0.789 0.22
H -4.179 -0.685 2.058 0.29
H -4.242 -2.095 0.936 0.27
H -5.230 -0.539 0.835 0.29
H 1.868 3.022 1.022 0.18
H 3.460 2.427 0.541 0.17
H 3.146 2.734 2.248 0.24
H 2.374 -2.375 1.548 0.43
H 3.332 -0.955 1.200 0.44
H -2.051 -1.903 0.521 0.44
H -2.901 1.089 -0.994 0.50
H -1.634 1.168 -2.528 0.43
H -1.483 2.578 -1.567 0.45
H 1.787 -2.599 -1.709 0.42
H 3.021 -1.482 -1.797 0.43
H 1.292 -1.012 -2.097 0.41

---

M? In order: 199.147; 671.281; 282.336; 1213.996; 417.552; 214.269 Da.